i | Here is a single C3H9N3O molecule from the OMol25 dataset. Energies are from the ωB97M-V functional and the def2-TZVPD basis.

Each line ends with the natural charge from an NBO analysis.
Cartesian coordinates (Å):
O1 -2.4592 1.4418 -1.1388  -0.61
C1 -1.8297 0.7070 -0.4127  0.67
N1 -2.3873 0.0611 0.6508  -0.84
C2 -0.3512 0.4549 -0.6251  -0.33
N2 0.3333 0.0262 0.5949  -0.65
C3 1.7921 -0.0643 0.4226  -0.05
N3 2.2191 -1.2059 -0.3463  -0.83
H1 -3.3896 0.1539 0.7260  0.40
H2 -1.9615 -0.7717 1.0582  0.41
H3 0.0725 1.3784 -1.0374  0.20
H4 -0.2751 -0.3430 -1.3676  0.21
H5 0.1263 0.7152 1.3067  0.36
H6 2.2126 -0.1617 1.4227  0.19
H7 2.1832 0.8518 -0.0342  0.16
H8 1.8584 -1.1806 -1.2909  0.35
H9 1.8560 -2.0630 0.0711  0.36

Structure (SMILES): NCNCC(N)=O
Charge: 0
Highest occupied orbital energy, eV: -9.7


ii | Here is a single C3H9N3O molecule from the OMol25 dataset. Energies are from the ωB97M-V functional and the def2-TZVPD basis.

Each line ends with the natural charge from an NBO analysis.
Cartesian coordinates (Å):
C1 -0.0828 -1.1854 0.4510  -0.23
N1 -0.1151 -0.0223 1.3294  -0.65
C2 0.3685 1.2563 1.2028  0.77
N2 1.3490 1.4715 0.2618  -0.85
O1 0.0139 2.1278 1.9685  -0.66
C3 -0.0395 -0.9580 -1.0668  -0.24
N3 -0.9812 0.0439 -1.5671  -0.84
H1 -0.9917 -1.7508 0.6571  0.20
H2 0.7416 -1.8480 0.7324  0.19
H3 -0.7459 -0.1128 2.1015  0.41
H4 1.5917 2.4419 0.2027  0.40
H5 1.3425 0.9210 -0.5697  0.39
H6 0.9647 -0.7479 -1.4470  0.17
H7 -0.3252 -1.9091 -1.4985  0.21
H8 -1.2770 0.6697 -0.8304  0.36
H9 -1.8135 -0.3979 -1.9278  0.36

Structure (SMILES): NCCNC(N)=O
Charge: 0
Highest occupied orbital energy, eV: -9.5


Which of them is the least stable? Correct choice: i.


i | Here is a single C3H9N3O molecule from the OMol25 dataset. Energies are from the ωB97M-V functional and the def2-TZVPD basis.

Each line ends with the natural charge from an NBO analysis.
Cartesian coordinates (Å):
O1 1.7629 1.1388 -1.8988  -0.57
C1 0.9151 1.3358 -1.0550  0.67
N1 1.0187 2.3941 -0.1502  -0.89
C2 -0.0783 0.2872 -0.7508  -0.32
N2 0.1394 -0.1732 0.5291  -0.66
C3 -0.7922 -1.1508 1.1401  -0.04
N3 -0.7084 -2.2907 0.1742  -0.86
H1 1.4609 3.3230 -0.4249  0.42
H2 0.7494 2.1726 0.8603  0.41
H3 0.0288 -0.4419 -1.5697  0.17
H4 -1.1069 0.3594 -0.8436  0.21
H5 1.0611 -0.1956 1.0467  0.40
H6 -1.8057 -0.7076 1.1538  0.15
H7 -0.4692 -1.2403 2.2162  0.19
H8 -1.3832 -3.0365 0.3196  0.36
H9 -0.7923 -1.7743 -0.7470  0.36

Structure (SMILES): NCNCC(N)=O
Charge: 0
Highest occupied orbital energy, eV: -8.8


ii | Here is 2 unconnected molecules or ions with the total composition C3H9N3O from the OMol25 dataset. Energies are from the ωB97M-V functional and the def2-TZVPD basis.

Each line ends with the natural charge from an NBO analysis.
Cartesian coordinates (Å):
C1 2.4650 0.0412 0.7344  -0.41
N1 1.5504 -0.5062 -0.2320  -0.44
C2 -1.5034 1.1862 -0.0448  0.53
N2 -2.8154 1.4313 -0.1879  -0.81
O1 -0.6568 1.4960 -0.8442  -0.63
H1 1.0524 0.1706 -0.8126  0.38
H2 -3.1350 1.9009 -1.0211  0.40
H3 -3.4934 1.1446 0.4941  0.40
H4 1.9741 0.7146 1.4479  0.17
H5 2.9100 -0.7871 1.2825  0.21
H6 3.2468 0.5949 0.2146  0.20
C3 -0.1151 -2.0115 -0.5048  -0.23
N3 0.9231 -1.6266 0.1092  -0.21
H7 -1.2729 0.6599 0.8987  0.11
H8 -0.5308 -2.9646 -0.2318  0.18
H9 -0.5989 -1.4443 -1.3020  0.15

Structure (SMILES): C=NNC.NC=O
Charge: 0
Highest occupied orbital energy, eV: -8.0


Which of them is the least stable? Correct choice: i.


i | Here is a single C6H4O molecule from the OMol25 dataset. Energies are from the ωB97M-V functional and the def2-TZVPD basis.

Each line ends with the natural charge from an NBO analysis.
Cartesian coordinates (Å):
C1 -3.5894 -0.2361 0.6918  -0.18
C2 -2.3707 -0.2569 0.6390  -0.14
C3 -1.0065 -0.3460 0.6926  -0.04
C4 -0.1537 0.2670 -0.1308  -0.46
C5 1.1768 0.1342 -0.2227  0.51
C6 2.5085 0.4428 -0.6527  -0.14
O1 2.1159 -0.6390 0.2522  -0.38
H1 -4.6541 -0.2513 0.7328  0.23
H2 -0.4298 0.8451 -1.0171  0.19
H3 3.0817 1.2363 -0.1922  0.21
H4 2.8609 0.1023 -1.6129  0.21

Charge: 0
Highest occupied orbital energy (spin up / spin down), eV: -7.4 / -7.4


ii | Here is a single C6H4O molecule from the OMol25 dataset. Energies are from the ωB97M-V functional and the def2-TZVPD basis.

Each line ends with the natural charge from an NBO analysis.
Cartesian coordinates (Å):
C1 -1.4188 0.6990 1.6160  -0.30
C2 -2.1895 0.4667 0.6328  -0.06
C3 -0.6121 0.2087 0.2404  0.18
C4 0.0488 -0.9913 0.0929  -0.20
C5 1.0839 -0.7791 -0.8497  -0.33
C6 1.0023 0.5332 -1.2132  0.15
O1 -0.0043 1.1497 -0.5742  -0.39
H1 -1.0502 0.9765 2.5816  0.26
H2 -0.2188 -1.9096 0.5996  0.24
H3 1.7906 -1.4997 -1.2210  0.24
H4 1.5679 1.1458 -1.9052  0.21

Charge: 0
Highest occupied orbital energy, eV: -8.6


Which of them is the least stable? Correct choice: i.


i | Here is a single C6H4O molecule from the OMol25 dataset. Energies are from the ωB97M-V functional and the def2-TZVPD basis.

Each line ends with the natural charge from an NBO analysis.
Cartesian coordinates (Å):
C1 -1.4424 -0.5415 -0.6906  -0.65
C2 -0.3051 0.2002 -0.0483  0.06
C3 -0.3980 1.4259 0.5031  -0.40
C4 0.5313 2.0711 1.1784  0.72
O1 1.2163 2.7537 1.8252  -0.44
C5 0.9223 -0.5461 -0.0574  -0.08
C6 1.8919 -1.2585 -0.0835  -0.16
H1 -1.9533 0.0719 -1.4357  0.24
H2 -2.1721 -0.8498 0.0666  0.24
H3 -1.0494 -1.4420 -1.1648  0.23
H4 2.7585 -1.8850 -0.0931  0.24

Structure (SMILES): C#CC(C)=C=C=O
Charge: 0
Highest occupied orbital energy, eV: -9.2


ii | Here is a single C6H4O molecule from the OMol25 dataset. Energies are from the ωB97M-V functional and the def2-TZVPD basis.

Each line ends with the natural charge from an NBO analysis.
Cartesian coordinates (Å):
C1 -0.4898 3.7151 0.0928  -0.15
C2 -0.3741 2.5313 -0.1109  -0.09
C3 -0.2801 1.1722 -0.3321  -0.08
C4 -0.2878 -0.0257 -0.4999  0.04
C5 0.0492 -1.4239 -0.6208  -0.03
C6 0.5230 -2.0844 0.6513  -0.09
O1 -0.6184 -2.5390 -0.0562  -0.46
H1 -0.5894 4.7629 0.2704  0.24
H2 0.3143 -1.6771 -1.6713  0.22
H3 0.2309 -1.9281 1.7107  0.21
H4 1.5221 -2.5032 0.5658  0.18

Structure (SMILES): C#CC#C[C@H]1CO1
Charge: 0
Highest occupied orbital energy, eV: -9.2


Which of them is the least stable? Correct choice: ii.


i | Here is a single C6H4O molecule from the OMol25 dataset. Energies are from the ωB97M-V functional and the def2-TZVPD basis.

Each line ends with the natural charge from an NBO analysis.
Cartesian coordinates (Å):
C1 2.4733 0.1988 0.0953  -0.70
C2 1.0547 -0.1316 0.0098  0.16
C3 -0.1332 -0.3478 -0.0150  -0.17
C4 -1.5408 -0.5512 0.2077  0.51
O1 -2.0321 -1.5640 0.6328  -0.46
C5 -2.1698 1.1667 0.3381  0.03
C6 -2.7336 0.4360 -0.5233  -0.40
H1 3.0955 -0.5377 -0.4212  0.25
H2 2.7731 0.2178 1.1486  0.25
H3 2.6648 1.1871 -0.3327  0.25
H4 -3.4518 -0.0742 -1.1401  0.28

Charge: 0
Highest occupied orbital energy, eV: -10.2


ii | Here is a single C6H4O molecule from the OMol25 dataset. Energies are from the ωB97M-V functional and the def2-TZVPD basis.

Each line ends with the natural charge from an NBO analysis.
Cartesian coordinates (Å):
C1 1.5771 -1.1126 1.0896  -0.70
C2 0.6564 -1.0531 -0.0456  0.14
C3 -0.1673 -0.8273 -0.8899  -0.16
C4 -1.5177 -0.2099 -0.9258  0.48
O1 -2.5725 -0.8042 -0.8298  -0.48
C5 -1.3438 1.2805 -0.9606  -0.11
C6 -1.1340 2.4838 -0.8440  -0.17
H1 2.6246 -1.1161 0.7497  0.25
H2 1.3407 -1.9445 1.7760  0.25
H3 1.3653 -0.2115 1.6513  0.25
H4 -0.8288 3.5150 -0.7709  0.25

Structure (SMILES): C#CC(=O)C#CC
Charge: 0
Highest occupied orbital energy, eV: -10.2


iii | Here is a single C6H4O molecule from the OMol25 dataset. Energies are from the ωB97M-V functional and the def2-TZVPD basis.

Each line ends with the natural charge from an NBO analysis.
Cartesian coordinates (Å):
C1 -2.8325 -0.7007 -1.8179  0.10
C2 -1.9356 -0.5195 -0.9409  -0.55
C3 -0.8478 -0.2304 -0.2096  0.51
C4 0.5587 -0.1427 -0.6892  -0.51
C5 1.3364 0.1133 0.5643  -0.26
C6 0.4368 0.4190 1.4916  0.11
O1 -0.8751 0.2777 1.0359  -0.42
H1 0.3044 0.8041 -1.2085  0.28
H2 0.9293 -0.8451 -1.4344  0.27
H3 2.4097 0.0535 0.6985  0.25
H4 0.5157 0.7706 2.5102  0.22

Charge: 0
Highest occupied orbital energy, eV: -9.6


Which of them is the least stable? Correct choice: i.


i | Here is a single C6H4O molecule from the OMol25 dataset. Energies are from the ωB97M-V functional and the def2-TZVPD basis.

Each line ends with the natural charge from an NBO analysis.
Cartesian coordinates (Å):
C1 -0.9627 -1.6680 -2.3838  -0.15
C2 -0.7320 -0.8463 -1.5379  -0.08
C3 -0.3865 0.0730 -0.5058  0.31
C4 0.5639 -0.2393 0.3888  -0.39
C5 0.8841 0.6847 1.3887  -0.01
C6 1.1564 1.4172 2.3143  -0.28
O1 -1.0476 1.2476 -0.5189  -0.64
H1 -1.1882 -2.3831 -3.1408  0.24
H2 1.0685 -1.1983 0.4201  0.26
H3 1.4371 1.1562 3.3029  0.24
H4 -0.7931 1.7563 0.2724  0.50

Structure (SMILES): C#C/C=C(\O)C#C
Charge: 0
Highest occupied orbital energy, eV: -8.7


ii | Here is a single C6H4O molecule from the OMol25 dataset. Energies are from the ωB97M-V functional and the def2-TZVPD basis.

Each line ends with the natural charge from an NBO analysis.
Cartesian coordinates (Å):
C1 -2.4106 -0.3067 -0.7576  -0.70
C2 -1.1286 0.1963 -0.2746  0.13
C3 -0.0683 0.6003 0.1380  -0.15
C4 1.2137 1.0468 0.6522  0.45
O1 1.4101 2.1649 1.0805  -0.46
C5 2.2590 0.0276 0.6225  -0.12
C6 3.1087 -0.8261 0.5973  -0.13
H1 -2.9670 0.4763 -1.2811  0.25
H2 -3.0175 -0.6500 0.0862  0.25
H3 -2.2650 -1.1492 -1.4403  0.24
H4 3.8655 -1.5802 0.5770  0.24

Structure (SMILES): C#CC(=O)C#CC
Charge: 0
Highest occupied orbital energy, eV: -10.2


iii | Here is a single C6H4O molecule from the OMol25 dataset. Energies are from the ωB97M-V functional and the def2-TZVPD basis.

Each line ends with the natural charge from an NBO analysis.
Cartesian coordinates (Å):
C1 2.3678 -0.6051 0.7060  -0.11
C2 2.2113 0.3007 -0.0889  -0.12
C3 1.2302 1.0998 -0.6527  0.01
C4 0.0545 1.3900 -0.7642  -0.05
C5 -1.0834 0.7706 -0.0525  0.00
C6 -1.4064 -0.6281 -0.3843  -0.10
O1 -0.7529 -0.2786 0.8285  -0.48
H1 2.4341 -1.3602 1.4630  0.24
H2 -1.8464 1.4359 0.3307  0.21
H3 -0.7695 -1.1655 -1.0925  0.19
H4 -2.4393 -0.9596 -0.2934  0.19

Structure (SMILES): C#CC#C[C@H]1CO1
Charge: 0
Highest occupied orbital energy, eV: -9.4


iv | Here is a single C6H4O molecule from the OMol25 dataset. Energies are from the ωB97M-V functional and the def2-TZVPD basis.

Each line ends with the natural charge from an NBO analysis.
Cartesian coordinates (Å):
C1 -0.9183 0.6086 -0.1410  -0.13
C2 -0.4425 0.7476 -1.7527  -0.05
C3 -0.8124 -0.4315 -1.3401  -0.12
C4 -0.7961 -0.9084 0.0021  -0.20
C5 0.1889 -0.0898 0.7492  -0.31
C6 1.6045 0.1943 0.3144  0.42
O1 2.0628 -0.0754 -0.7638  -0.47
H1 -1.8232 1.1189 0.1759  0.25
H2 -1.5707 -1.4827 0.4914  0.25
H3 0.0950 -0.1746 1.8406  0.24
H4 2.1968 0.7439 1.0783  0.12

Charge: 0
Highest occupied orbital energy, eV: -9.2


Which of them is the least stable? Correct choice: iv.